(1)
{
  "formula": "C23H36ClN6O",
  "method": "ωB97M-V/def2-TZVPD",
  "e_above_lowest_kj_mol": 0.0,
  "energy_ha": -1761.7257,
  "total_charge": 1,
  "gap_ev": 5.7348,
  "lumo_ev": -4.0,
  "species": ["C", "C", "O", "N", "C", "C", "C", "C", "C", "C", "N", "N", "C", "C", "C", "C", "Cl", "C", "C", "C", "N", "H", "H", "H", "H", "H", "H", "H", "H", "H", "H", "H", "H", "H", "H", "H", "H", "H", "H", "H", "H", "H", "H", "H", "H", "H", "H", "N", "C", "C", "C", "C", "H", "H", "H", "H", "H", "N", "C", "C", "C", "C", "H", "H", "H", "H", "H"],
  "xyz": [[5.43728, 1.01120, 1.13236], [4.81178, -0.32521, 1.43709], [4.15796, -0.52043, 2.43460], [5.01025, -1.39358, 0.48702], [4.22072, -1.21095, -0.75082], [2.73040, -1.15894, -0.41671], [2.31365, -2.32196, 0.48156], [0.79910, -2.37437, 0.70588], [0.24971, -1.37305, 1.68946], [1.01818, -0.99676, 2.82072], [0.60538, -0.14364, 3.72524], [-0.59096, 0.36094, 3.51675], [-1.42416, 0.09872, 2.51128], [-2.73992, 0.81593, 2.52016], [-2.82838, 1.86473, 1.40855], [-1.73614, 2.91506, 1.51052], [-4.45554, 2.61784, 1.53354], [-1.00323, -0.81993, 1.53873], [-1.90335, -1.21748, 0.40178], [-1.55886, -0.52264, -0.95244], [-0.48858, 0.47807, -0.82638], [5.23882, 1.31704, 0.10352], [5.05267, 1.75709, 1.82577], [6.52188, 0.93460, 1.25458], [6.00034, -1.41800, 0.25856], [4.52794, -0.31742, -1.31081], [4.42595, -2.06787, -1.39710], [2.16562, -1.21370, -1.35579], [2.49485, -0.18372, 0.03301], [2.84468, -2.26057, 1.42560], [2.60637, -3.25756, -0.00392], [0.51171, -3.37992, 1.03872], [0.29315, -2.22665, -0.25384], [2.00857, -1.39338, 2.99422], [-0.87856, 1.01918, 4.23200], [-3.54164, 0.07952, 2.43701], [-2.87926, 1.32778, 3.47667], [-2.81214, 1.40117, 0.42300], [-1.99440, 3.78724, 0.90932], [-0.79648, 2.50917, 1.12475], [-1.60403, 3.25138, 2.54136], [-1.78522, -2.29629, 0.27747], [-2.94662, -1.03349, 0.65717], [-2.46223, -0.03702, -1.32351], [-1.29959, -1.29677, -1.67682], [0.34484, 0.18453, -1.32280], [-0.76668, 1.34971, -1.25938], [-5.51640, 5.41296, -0.47550], [-6.83972, 5.60757, -0.18466], [-7.25739, 6.72295, -0.85899], [-6.14213, 7.22195, -1.58553], [-5.08388, 6.39297, -1.32837], [-4.95266, 4.66598, -0.11468], [-7.37022, 4.93977, 0.47240], [-8.25117, 7.13699, -0.83547], [-6.12164, 8.08994, -2.22258], [-4.06641, 6.41850, -1.67935], [3.57174, -6.28364, -3.16869], [3.55771, -5.05819, -2.56684], [2.43700, -4.39568, -2.99994], [1.75032, -5.25972, -3.89566], [2.47806, -6.41584, -3.97834], [4.28125, -6.98178, -3.04034], [4.33869, -4.76298, -1.88643], [2.14738, -3.40028, -2.70177], [0.83348, -5.05565, -4.42238], [2.31020, -7.31539, -4.54452]]
}

=====

(2)
{
  "formula": "C18H23FN4O3S",
  "method": "ωB97M-V/def2-TZVPD",
  "e_above_lowest_kj_mol": 34.3,
  "energy_ha": -1642.5180,
  "smiles": "CCNc1ccc(S(=O)(=O)N(C)C)cc1NCC(=O)Nc1ccccc1F",
  "gap_ev": 8.9487,
  "lumo_ev": 0.6,
  "species": ["C", "C", "N", "C", "C", "C", "C", "S", "O", "O", "N", "C", "C", "C", "C", "N", "C", "C", "O", "N", "C", "C", "C", "C", "C", "C", "F", "H", "H", "H", "H", "H", "H", "H", "H", "H", "H", "H", "H", "H", "H", "H", "H", "H", "H", "H", "H", "H", "H", "H"],
  "xyz": [[-0.63696, -3.50347, -2.28378], [-0.70744, -3.99687, -0.83925], [-1.88060, -3.50720, -0.12137], [-1.95992, -2.12957, 0.13778], [-2.94944, -1.34479, -0.44468], [-3.02927, 0.01455, -0.19404], [-2.10305, 0.58166, 0.65426], [-2.11362, 2.34483, 0.90907], [-3.44548, 2.78875, 1.19782], [-1.06943, 2.69633, 1.83379], [-1.73249, 2.88776, -0.65421], [-2.03331, 4.29351, -0.82246], [-0.37681, 2.53140, -1.00118], [-1.14232, -0.17714, 1.29453], [-1.06528, -1.54553, 1.06260], [-0.10395, -2.35672, 1.65988], [0.66525, -1.87855, 2.78593], [1.74188, -0.85016, 2.41354], [2.37747, -0.27212, 3.26272], [1.89413, -0.69662, 1.07244], [2.61180, 0.27881, 0.38808], [3.49156, 1.17201, 0.99148], [4.14964, 2.12009, 0.22840], [3.95237, 2.19682, -1.13980], [3.07964, 1.31757, -1.76032], [2.42663, 0.38044, -0.99159], [1.55519, -0.48215, -1.58747], [0.23802, -3.91745, -2.77721], [-1.52300, -3.80739, -2.83832], [-0.56609, -2.41813, -2.30697], [-0.75366, -5.08930, -0.81799], [0.19018, -3.67802, -0.30861], [-2.71931, -3.81694, -0.60318], [-3.65538, -1.81028, -1.11793], [-3.77900, 0.63657, -0.65225], [-3.02176, 4.46341, -0.40289], [-1.30832, 4.93358, -0.30656], [-2.03854, 4.53346, -1.88597], [-0.28703, 1.44871, -0.94236], [0.35345, 2.98792, -0.32194], [-0.17192, 2.85136, -2.02195], [-0.47835, 0.33176, 1.97387], [-0.43546, -3.30749, 1.75836], [0.04555, -1.41543, 3.56708], [1.18136, -2.72881, 3.23909], [1.29562, -1.27449, 0.49376], [3.64014, 1.11688, 2.05671], [4.82613, 2.80715, 0.71258], [4.47200, 2.93775, -1.72663], [2.89920, 1.35153, -2.82285]]
}

=====

(3)
{
  "formula": "C15H30O15",
  "method": "ωB97M-V/def2-TZVPD",
  "e_above_lowest_kj_mol": 303.6,
  "energy_ha": -1718.0703,
  "smiles": "COC(=O)OC.COC(=O)OC.COC(=O)OC.COC(=O)OC.COC(=O)OC",
  "gap_ev": 11.1953,
  "lumo_ev": 0.6,
  "species": ["C", "O", "C", "O", "O", "C", "H", "H", "H", "H", "H", "H", "C", "O", "C", "O", "O", "C", "H", "H", "H", "H", "H", "H", "C", "O", "C", "O", "O", "C", "H", "H", "H", "H", "H", "H", "C", "O", "C", "O", "O", "C", "H", "H", "H", "H", "H", "H", "C", "O", "C", "O", "O", "C", "H", "H", "H", "H", "H", "H"],
  "xyz": [[3.40832, 2.16557, 0.59247], [4.63578, 2.83974, 0.91254], [5.41351, 3.10855, -0.12718], [5.22559, 3.20411, -1.31202], [6.68806, 3.27423, 0.44271], [7.74784, 3.82711, -0.38800], [3.44351, 1.25721, 1.19392], [3.33981, 1.71726, -0.39870], [2.66111, 2.91426, 0.85564], [8.46852, 4.48859, 0.09279], [7.22848, 4.49325, -1.07693], [8.18230, 3.04974, -1.01653], [-6.68283, -8.09464, -3.90755], [-6.01731, -7.16159, -3.13617], [-5.40092, -6.10642, -3.69170], [-5.13843, -6.00248, -4.84148], [-5.47597, -5.11448, -2.81481], [-4.96115, -3.82851, -2.98478], [-7.47041, -7.63326, -4.50334], [-7.08371, -8.90306, -3.29612], [-6.06779, -8.43546, -4.74042], [-5.66648, -3.24262, -2.39542], [-5.18209, -3.60410, -4.02829], [-3.89630, -3.72347, -2.77702], [-2.07628, 3.07791, -3.73028], [-1.50313, 2.17481, -2.76523], [-0.77039, 1.12972, -3.14475], [-0.46758, 0.78447, -4.27481], [-0.52664, 0.44092, -2.05783], [0.33411, -0.68449, -2.06059], [-2.59856, 3.87136, -3.19571], [-2.83073, 2.49155, -4.25476], [-1.35230, 3.49367, -4.43105], [1.00025, -0.76375, -2.91970], [-0.25626, -1.59456, -2.16708], [0.99890, -0.81513, -1.20672], [0.15149, 0.80747, 1.83260], [-0.97367, 0.67750, 1.01834], [-1.58677, -0.55055, 0.94145], [-1.14716, -1.65203, 1.38578], [-2.79248, -0.40290, 0.25071], [-3.42400, -1.53411, -0.39094], [0.10638, 0.24052, 2.76245], [0.37845, 1.81895, 2.16951], [0.96468, 0.38001, 1.24600], [-2.66492, -1.98564, -1.02970], [-4.27660, -1.18100, -0.97103], [-3.68545, -2.31053, 0.32802], [4.53923, 1.53692, 5.67166], [3.25178, 2.14113, 5.85346], [2.31573, 2.02609, 4.92664], [2.49218, 1.55286, 3.84838], [1.11184, 2.64403, 5.31572], [0.83058, 3.22587, 6.58911], [5.04803, 1.74197, 6.61357], [5.19567, 1.95452, 4.90824], [4.54637, 0.45696, 5.52428], [0.52494, 2.49960, 7.34224], [0.06663, 3.99621, 6.48390], [1.67653, 3.82007, 6.93464]]
}

=====

(4)
{
  "formula": "C5H6O",
  "method": "ωB97M-V/def2-TZVPD",
  "e_above_lowest_kj_mol": 187.0,
  "energy_ha": -269.2750,
  "smiles": "CC#CCC=O",
  "gap_ev": 10.4607,
  "lumo_ev": 0.9,
  "species": ["C", "C", "C", "C", "C", "O", "H", "H", "H", "H", "H", "H"],
  "xyz": [[-0.90606, 2.08210, 0.11302], [-0.70389, 0.66993, 0.41469], [-0.46772, -0.49846, 0.60982], [0.28106, -1.74498, 0.41084], [1.16373, -1.25176, -0.73107], [2.32005, -0.94282, -0.60444], [-0.48279, 2.71731, 0.89602], [-1.96582, 2.31591, -0.00789], [-0.39200, 2.32276, -0.82542], [-0.34524, -2.59620, 0.12120], [0.89842, -2.00966, 1.27293], [0.60027, -1.06414, -1.66969]]
}

=====

(5)
{
  "formula": "C20H20N2O5",
  "method": "ωB97M-V/def2-TZVPD",
  "e_above_lowest_kj_mol": 1793.5,
  "energy_ha": -1259.2286,
  "gap_ev": 8.2258,
  "lumo_ev": -0.2,
  "species": ["C", "H", "O", "C", "C", "C", "C", "C", "C", "H", "H", "C", "C", "N", "C", "O", "C", "C", "C", "C", "C", "C", "H", "H", "H", "H", "H", "H", "C", "O", "N", "C", "H", "C", "C", "O", "O", "H", "H", "H", "H", "H", "H", "H", "H", "H", "H"],
  "xyz": [[-6.57038, -0.19317, 1.24443], [-6.12156, -0.31255, 2.18889], [-5.93967, -1.11214, 0.30276], [-4.69703, -1.32513, 0.15233], [-4.27170, -2.50636, -0.79459], [-3.00738, -2.59411, -0.80904], [-2.09346, -1.77662, -0.12198], [-2.49040, -0.61153, 0.42260], [-3.87326, -0.42848, 0.68533], [-4.09307, 0.29434, 1.43158], [-1.82665, 0.20450, 1.08009], [-0.69913, -1.77997, -0.66244], [0.41022, -1.13992, -0.68371], [0.16396, 0.49903, -0.40508], [0.94971, 1.30693, 0.02961], [1.81261, 0.98664, 1.01640], [0.61236, 2.57687, -0.03363], [-0.05827, 3.10138, -1.19164], [-0.22787, 4.59721, -1.52156], [-0.08551, 5.46304, -0.34696], [0.50473, 5.00469, 0.62187], [0.75512, 3.77357, 1.05366], [1.35267, 3.45832, 1.85883], [0.71604, 5.78167, 1.65583], [-0.30620, 6.62679, -0.85577], [-0.70379, 4.83366, -2.39300], [-0.19791, 2.26414, -2.07111], [-0.69079, 0.90685, -0.86536], [1.70879, -1.34081, -0.87498], [2.45370, -0.61247, -1.64877], [2.23177, -2.41540, -0.63044], [3.55836, -2.96290, -0.91408], [3.63382, -3.93155, -1.12582], [4.40969, -2.95166, 0.47395], [4.29066, -1.45655, 0.98751], [5.18168, -0.33228, 0.82406], [3.19717, -1.19961, 1.44854], [2.91958, -0.23566, 1.91880], [5.45169, -3.02319, 0.29336], [3.92416, -3.36783, 1.35550], [4.08143, -2.35782, -1.39798], [1.59285, -2.89447, 0.42292], [-0.43468, -2.93067, -0.81069], [-2.66740, -3.45462, -1.46941], [-5.13268, -2.92184, -1.16281], [-7.54627, -0.38112, 1.11600], [-6.27815, 0.69531, 0.83489]]
}

=====

(6)
{
  "formula": "C15H26B3NO6",
  "method": "ωB97M-V/def2-TZVPD",
  "energy_ha": -1167.7019,
  "smiles": "CCCCB1OB(Cc2ccccc2)OB(ON=O)O1.CCOCC",
  "gap_ev": 8.1621,
  "lumo_ev": -0.2,
  "species": ["C", "C", "C", "C", "B", "O", "B", "C", "C", "C", "C", "C", "C", "C", "O", "B", "O", "N", "O", "O", "H", "H", "H", "H", "H", "H", "H", "H", "H", "H", "H", "H", "H", "H", "H", "H", "C", "C", "O", "C", "C", "H", "H", "H", "H", "H", "H", "H", "H", "H", "H"],
  "xyz": [[7.45644, -1.70196, 1.68716], [6.05732, -0.81616, 1.64058], [4.99198, -1.67258, 0.72722], [3.52054, -0.94268, 0.71345], [2.52485, -1.89146, -0.19976], [1.58228, -1.34402, -1.23834], [0.24325, -1.53444, -0.57621], [-0.70238, -0.18913, -0.28660], [-2.00198, -0.71825, 0.58498], [-2.15059, -0.16558, 2.12966], [-3.40550, -0.67878, 3.06867], [-4.50102, -1.75697, 2.45451], [-4.35789, -2.27540, 0.90238], [-3.12168, -1.76831, -0.05104], [-0.11456, -2.91346, -0.18934], [1.06083, -3.80407, -0.12604], [0.83461, -5.28892, -0.16928], [-0.15098, -5.64456, 0.67877], [0.25958, -5.73052, 1.82541], [2.47128, -3.36259, -0.00821], [8.31202, -0.97151, 1.33182], [7.67272, -2.02011, 2.80371], [7.39226, -2.63809, 0.96766], [5.61497, -0.73262, 2.73815], [6.23513, 0.24654, 1.17860], [4.92134, -2.79938, 1.08752], [5.36110, -1.68961, -0.40756], [3.02255, -0.90022, 1.79705], [3.50828, 0.13573, 0.25647], [-0.98196, 0.39578, -1.26153], [-0.06265, 0.53949, 0.40181], [-1.38574, 0.58748, 2.61686], [-3.49024, -0.28441, 4.18259], [-5.37967, -2.13982, 3.15230], [-5.12170, -3.04689, 0.41514], [-2.91973, -2.11106, -1.16292], [-3.27178, 5.75163, -1.45263], [-2.01483, 4.94086, -1.71371], [-2.15001, 3.55928, -1.38170], [-3.15782, 2.83584, -2.08306], [-2.95629, 2.81783, -3.58787], [-3.57143, 5.66723, -0.40254], [-3.09902, 6.80793, -1.68473], [-4.11202, 5.40907, -2.06021], [-1.20562, 5.33382, -1.08924], [-1.68141, 5.04862, -2.75209], [-4.14912, 3.21796, -1.82042], [-3.11844, 1.80499, -1.71132], [-2.99868, 3.82211, -4.01705], [-3.73220, 2.21475, -4.07046], [-1.97638, 2.39657, -3.83859]]
}

=====

Q: Number 4 is which compound?
A: C5H6O